Here is a structure of composition C97H216AsF6N3P4 at a distorted geometry from the OMol25 dataset. Energies are from ωB97M-V/def2-TZVPD.

Computed properties:
Total charge: +6
Energy above the lowest of the compared OMol25 structures with the same formula, charge and spin in eV: 0.2146
DFT total energy in eV: -222813.6885
LUMO energy in eV: -8.716

```
327
Properties=species:S:1:pos:R:3:forces:R:3
C 4.03760 -7.06945 9.13190 0.0 1.3 0.4
C 3.08864 -5.81083 8.79373 1.0 -1.0 2.2
C 3.71444 -4.91634 7.79398 1.2 -1.1 -1.5
C 2.91120 -3.66253 7.59914 1.6 0.7 -1.4
N 3.69429 -2.79565 6.56207 0.6 0.5 -0.2
C 3.81972 -3.41020 5.17320 -0.4 1.0 0.0
C 3.91010 -2.20765 4.14721 0.9 -1.5 1.3
C 3.22470 -1.05746 4.83935 0.5 0.1 1.5
C 2.97168 -1.49158 6.33074 -0.8 0.4 -1.2
C 5.16392 -2.66969 6.94023 0.0 0.9 1.6
C 5.32451 -2.11795 8.35054 1.0 1.5 -0.6
C 6.74360 -2.21918 8.85832 1.3 -1.0 -1.0
H 4.40874 -7.56262 8.22988 -0.6 -0.1 -0.1
H 3.53482 -7.76944 9.80639 0.0 0.0 -0.4
H 4.99939 -6.80748 9.64909 -1.0 0.4 -0.3
H 2.88400 -5.17307 9.71451 0.5 -0.9 -0.7
H 2.10123 -6.10774 8.49918 -0.5 -0.6 -0.4
H 4.00925 -5.44045 6.83559 -1.0 0.3 0.7
H 4.73844 -4.70207 8.15595 -0.7 0.4 0.3
H 2.99730 -3.15747 8.53118 -0.3 0.8 0.6
H 1.85159 -3.61662 7.29844 0.5 -0.8 -0.1
H 4.69079 -4.04142 5.25515 0.0 -0.3 -0.7
H 2.93588 -4.00021 5.08904 -0.7 -0.5 -0.7
H 4.96767 -1.99821 3.92585 -0.3 0.0 0.2
H 3.47066 -2.48656 3.22025 -0.6 -0.3 -0.7
H 3.90474 -0.23691 4.92579 0.6 0.6 -0.2
H 2.38374 -0.62602 4.33390 -0.8 -0.3 -0.1
H 3.22113 -0.63551 6.94203 0.7 -0.4 0.7
H 1.91680 -1.67663 6.55662 0.1 -0.2 -0.3
H 5.65327 -2.02690 6.22346 -0.1 0.4 -0.3
H 5.68658 -3.61897 6.83771 -0.5 -0.1 0.1
H 4.73056 -2.60525 9.05919 -1.2 -0.7 0.9
H 5.08331 -1.04630 8.34706 -0.3 -0.2 0.0
H 7.01106 -3.29499 9.02021 0.0 0.8 -0.5
H 6.94301 -1.77746 9.82609 -0.3 0.5 0.0
H 7.40324 -1.75222 8.08380 -0.1 -0.5 0.9
C -1.33652 -6.07512 -13.64747 -0.1 -2.2 1.0
C -0.05087 -5.31651 -13.51228 1.2 0.5 -0.4
C 0.14382 -4.13695 -14.44752 -1.0 -0.6 -1.7
C 1.45166 -3.50491 -14.23305 1.6 1.2 2.2
N 1.56069 -2.06617 -14.61123 -0.3 2.4 -1.0
C 1.59658 -1.96075 -16.14968 -0.7 -1.7 -0.5
C 3.01604 -1.60806 -16.56251 -0.1 0.6 1.5
C 3.32659 -0.65232 -15.39262 0.9 1.4 -0.1
C 2.89673 -1.41428 -14.17149 -0.3 -2.1 -1.2
C 0.43174 -1.18098 -14.12859 0.1 -0.4 1.0
C 0.21063 -1.34460 -12.62866 0.8 0.1 0.6
C -0.89759 -0.42933 -12.10957 1.5 0.0 -0.4
H -2.14990 -5.37809 -13.48856 -0.5 -0.1 -0.1
H -1.37223 -6.89138 -12.81592 -0.1 1.5 -1.4
H -1.47040 -6.64965 -14.60027 0.2 0.8 0.7
H 0.83546 -5.88553 -13.76058 0.1 -1.0 0.4
H 0.12031 -4.93855 -12.49789 -0.3 -0.2 0.1
H -0.61513 -3.39868 -14.32606 -0.9 0.4 0.2
H 0.06900 -4.45852 -15.51515 -0.1 0.0 0.7
H 2.27244 -3.93401 -14.77063 0.4 -0.7 -0.2
H 1.73499 -3.50196 -13.14544 -0.2 -0.3 -0.8
H 0.84298 -1.25030 -16.50758 0.3 0.1 0.3
H 1.25382 -2.96451 -16.46719 0.3 0.7 -0.3
H 3.06123 -1.13805 -17.52155 -0.1 0.3 -0.5
H 3.67527 -2.46034 -16.56830 0.2 -0.4 0.0
H 2.78684 0.31697 -15.57964 0.1 -0.9 0.5
H 4.35666 -0.32157 -15.15747 -0.2 -0.4 -0.8
H 2.81249 -0.84386 -13.27726 -0.3 0.2 0.7
H 3.53054 -2.32347 -14.02267 0.0 1.0 0.1
H -0.44073 -1.42399 -14.72598 -0.2 -0.1 0.1
H 0.65434 -0.12640 -14.30882 0.4 -0.2 -0.4
H 1.16713 -1.13122 -12.04017 -1.1 -0.1 -0.9
H -0.02873 -2.37244 -12.36404 -0.1 -0.2 -0.2
H -0.92921 -0.59655 -11.05478 -0.8 -0.1 0.7
H -1.80488 -0.53928 -12.65951 -0.9 -0.4 0.1
H -0.60123 0.59249 -12.24052 0.2 0.7 -0.1
C -3.29457 3.89426 -7.09906 -0.1 0.4 -1.0
C -4.22863 2.70207 -7.24534 0.0 -0.8 1.6
C -4.46656 2.20611 -5.78626 -0.2 0.4 0.6
C -5.17153 0.87195 -5.65632 0.1 -0.1 -0.4
N -5.49347 0.19541 -4.31498 -0.6 2.9 0.0
C -6.50411 -0.90925 -4.57564 1.2 0.3 -0.7
C -5.62559 -2.11763 -4.49649 0.6 -0.4 1.1
C -4.60398 -1.75836 -3.38056 0.0 -1.0 1.0
C -4.23595 -0.29091 -3.64738 -0.8 -2.0 -0.7
C -6.11854 1.26957 -3.43830 0.8 -0.8 0.1
C -6.46886 0.80254 -2.04948 0.4 -0.1 1.9
C -7.40198 1.86590 -1.45233 -2.3 0.7 -1.4
H -3.60872 4.62017 -6.34809 -0.1 -0.2 0.1
H -3.20039 4.45634 -8.02627 -0.1 0.0 -0.1
H -2.29673 3.54170 -6.88400 0.3 -0.1 0.3
H -3.75696 1.89098 -7.79667 0.0 0.1 -0.3
H -5.19703 2.90898 -7.67114 -0.2 0.3 -0.4
H -5.08770 2.97073 -5.31585 0.2 0.1 0.1
H -3.49287 2.20072 -5.31270 0.3 -0.1 0.4
H -4.59226 0.14682 -6.17993 0.3 -0.8 -0.6
H -6.10934 1.00128 -6.14840 -0.8 -0.1 -0.4
H -7.33183 -0.88621 -3.90060 -0.2 0.1 0.8
H -6.89897 -0.64217 -5.53809 -0.3 -0.5 -0.5
H -6.14903 -3.04813 -4.26971 0.1 0.1 -0.2
H -5.02206 -2.21173 -5.38302 -0.1 -0.3 -0.7
H -5.03959 -1.85757 -2.37260 -0.2 0.1 -0.3
H -3.77269 -2.49757 -3.36206 -0.2 0.8 -0.3
H -4.05712 0.32562 -2.79156 0.4 0.1 0.4
H -3.42713 -0.28519 -4.36072 0.3 0.5 -0.2
H -7.03224 1.59481 -3.90782 -0.2 0.2 -0.5
H -5.36574 2.04332 -3.44829 -0.2 0.5 0.3
H -5.62238 0.63831 -1.32475 -0.3 0.3 -1.0
H -6.94795 -0.17712 -2.09325 -0.3 0.2 0.1
H -8.33102 1.86158 -2.13170 1.0 -0.1 1.1
H -7.03188 2.89511 -1.64910 0.2 -0.6 0.5
H -7.81339 1.79055 -0.41204 0.9 -0.3 -0.9
C -4.57530 2.07897 1.85572 0.3 -0.2 0.5
C -4.48778 0.54290 1.92554 -0.6 0.4 0.7
C -4.70107 0.02838 3.34725 0.4 -2.1 0.3
C -5.10458 -1.56900 3.49690 -0.2 2.3 -0.1
P -3.88452 -2.74469 2.90129 -0.7 -0.4 0.9
C -4.26144 -4.35519 3.67681 2.1 -0.8 1.0
C -5.64069 -4.92948 3.34182 -0.3 -1.2 0.1
C -6.26648 -5.78139 4.48068 0.7 0.7 0.6
C -5.46149 -7.05737 4.64336 0.6 -1.0 0.1
C -3.86766 -3.01427 1.12634 -0.6 -0.1 -0.7
C -2.69584 -3.92094 0.72410 0.3 0.5 0.0
C -2.75889 -4.30975 -0.74667 -1.1 1.2 0.2
C -4.13014 -4.97451 -1.04966 1.5 0.6 -1.6
C -2.28976 -2.15728 3.50347 -0.1 -0.6 -0.4
C -2.13935 -1.71974 4.95635 -0.1 -0.4 1.5
C -2.46045 -2.71477 6.11102 1.6 -0.4 -0.1
C -1.85717 -2.29007 7.44840 0.1 -0.3 0.5
H -5.59135 2.38274 2.12614 0.2 0.2 -0.1
H -4.34785 2.41161 0.84933 -0.1 0.2 -0.2
H -3.85882 2.60029 2.53293 -0.5 -0.5 -0.3
H -3.53114 0.20578 1.57577 0.5 -0.3 -0.5
H -5.27827 0.13250 1.29839 0.0 -0.1 -0.3
H -5.43873 0.61288 3.85647 -0.8 0.1 0.2
H -3.80761 0.16129 3.93878 0.4 0.2 0.0
H -6.06458 -1.62107 2.96238 0.2 -0.6 0.3
H -5.21702 -1.85659 4.57304 -0.2 0.5 -0.8
H -4.09109 -4.29915 4.80087 -0.7 0.5 -1.2
H -3.33112 -5.00024 3.47103 -1.5 0.5 -0.3
H -5.71075 -5.52085 2.39169 0.5 0.5 0.7
H -6.33697 -4.13718 3.24496 -0.6 1.2 -0.4
H -7.30969 -5.95274 4.19705 0.2 -0.2 0.2
H -6.26834 -5.16767 5.43666 0.0 -0.6 -1.0
H -4.35326 -6.83803 4.71487 -1.1 -0.4 -0.2
H -5.68629 -7.75828 3.81985 0.5 0.5 -0.1
H -5.69738 -7.70708 5.49636 -0.1 0.7 0.2
H -3.77975 -2.04869 0.58799 0.0 -0.3 0.4
H -4.83763 -3.47385 0.78755 0.7 0.5 0.8
H -2.64107 -4.85159 1.30684 -0.1 0.4 0.1
H -1.78993 -3.31943 0.86253 0.1 -0.4 0.2
H -1.99869 -5.05479 -0.84646 0.7 -0.3 -0.6
H -2.50904 -3.36567 -1.32217 -0.3 -1.3 0.2
H -4.95336 -4.28073 -1.02064 -0.4 0.2 0.3
H -4.21665 -5.75875 -0.31572 -0.6 -0.5 -0.1
H -4.13359 -5.32368 -2.10908 0.0 -0.3 0.9
H -2.01058 -1.35940 2.84424 0.1 0.7 -0.4
H -1.61179 -2.95698 3.18701 0.2 -0.1 0.5
H -2.66023 -0.79128 5.21377 -0.2 -0.1 -0.5
H -1.09290 -1.44669 5.11631 0.1 -0.1 -0.3
H -1.99926 -3.67908 5.95436 0.4 -0.4 -0.7
H -3.47238 -3.00421 6.26203 -1.2 0.5 -0.1
H -2.29443 -1.33869 7.76291 0.1 -0.2 0.4
H -0.75981 -2.14751 7.37120 -0.5 0.0 -0.1
H -2.00739 -3.10942 8.21641 0.0 1.2 -0.7
C 8.83592 -0.87006 -1.15735 0.1 -0.9 0.9
C 7.34746 -0.77370 -1.52349 1.7 -0.1 0.5
C 6.64274 -2.10112 -1.30961 -0.2 0.5 0.3
C 5.27992 -2.04771 -1.96340 -1.4 0.2 -0.2
P 4.24928 -3.54870 -2.25144 -0.3 0.4 -0.2
C 5.30417 -4.77407 -3.02326 0.9 0.3 0.9
C 4.70827 -5.97147 -3.68558 -2.7 -1.4 1.2
C 5.75136 -6.96741 -4.13194 1.0 -0.5 1.8
C 5.31955 -8.34887 -4.48186 -1.4 -2.2 0.9
C 2.99459 -2.89207 -3.42917 0.5 -0.1 -0.3
C 1.66256 -3.65792 -3.51807 -1.0 2.0 0.0
C 0.63093 -2.77565 -4.32462 -0.4 -0.3 1.5
C -0.74740 -3.44393 -4.26285 -0.6 1.4 0.2
C 3.40488 -4.18945 -0.77413 1.0 0.8 -0.7
C 4.32340 -4.74225 0.31164 0.8 -0.9 -0.4
C 3.44711 -5.25597 1.44470 -0.3 -0.2 0.4
C 4.12513 -6.28777 2.36577 -1.0 -0.8 -0.3
H 8.92466 -0.55757 -0.11264 0.4 0.1 -0.2
H 9.58571 -0.36910 -1.76214 -0.4 0.5 -0.1
H 9.13748 -1.91872 -1.16621 0.1 -0.1 0.0
H 7.28620 -0.49561 -2.53532 -0.4 0.5 -1.5
H 7.00319 0.03304 -0.89675 -0.9 0.2 0.0
H 6.39587 -2.14691 -0.26252 0.5 -0.6 0.7
H 7.33211 -2.90494 -1.59932 -0.6 0.0 -0.1
H 5.31428 -1.60320 -2.98482 0.1 -0.2 0.5
H 4.62955 -1.36430 -1.33538 0.5 -0.6 -0.8
H 6.02744 -5.12235 -2.23583 -0.4 0.5 -0.7
H 5.82973 -4.16875 -3.74872 0.7 0.1 -0.3
H 3.98653 -5.66166 -4.45952 0.5 -0.2 -0.2
H 3.99681 -6.48308 -2.93191 1.1 0.5 -0.8
H 6.48560 -7.16047 -3.29941 -0.6 0.7 -0.4
H 6.34710 -6.54850 -4.88563 0.8 0.7 -1.4
H 6.10339 -8.96438 -4.96910 -0.5 0.6 0.1
H 4.37241 -8.41150 -5.03300 0.4 0.2 -0.4
H 5.05040 -8.93188 -3.53868 0.5 0.7 -0.9
H 3.51168 -2.79072 -4.40854 -0.2 -0.5 0.3
H 2.82921 -1.81460 -3.20645 -0.1 -0.7 0.5
H 1.23604 -3.84578 -2.50620 0.3 0.5 -0.6
H 1.66474 -4.61563 -3.98741 0.7 -0.8 -0.5
H 0.85428 -2.60969 -5.36183 0.7 -0.4 -0.7
H 0.59359 -1.74020 -3.94461 0.0 -0.5 0.5
H -1.52936 -2.71803 -4.66910 0.7 -1.1 0.7
H -1.00543 -3.85875 -3.27480 0.0 0.8 0.0
H -0.74074 -4.31948 -4.85748 -0.1 -0.8 -1.1
H 2.60852 -4.84819 -1.05342 -0.2 -0.7 -0.4
H 2.88585 -3.28608 -0.47715 -0.2 0.2 0.6
H 5.01039 -3.94797 0.59754 0.1 0.1 0.4
H 5.00650 -5.59787 0.00065 -1.0 0.9 -0.2
H 2.54327 -5.64770 0.94299 0.3 -0.2 0.6
H 3.10591 -4.39789 2.03907 -0.1 -0.1 -0.1
H 4.41935 -7.22339 1.84847 0.0 0.7 0.1
H 3.50672 -6.63140 3.20997 -0.3 0.2 -0.4
H 4.97237 -5.87415 2.85219 1.1 0.5 0.2
C -4.99972 7.38700 4.96736 -0.6 -1.9 -1.4
C -5.65957 6.81196 6.17472 -0.5 -1.0 0.1
C -5.04840 7.41429 7.40069 -0.5 1.4 1.0
C -3.52011 7.63314 7.55705 0.3 -0.7 -1.2
P -2.68588 6.45062 8.63667 -0.1 0.2 -1.1
C -2.99590 4.75161 8.04974 -0.4 0.6 -0.1
C -1.86521 4.03411 7.35154 0.4 -0.6 -0.6
C -1.94228 4.28317 5.82028 0.5 -0.3 -0.2
C -0.89762 3.42999 5.04477 0.2 1.2 1.0
C -3.43691 6.54210 10.23143 -0.4 -2.7 -0.3
C -2.61208 5.68581 11.25009 -0.6 1.5 -0.5
C -3.42942 5.61818 12.58096 0.1 -0.2 -2.8
C -3.74406 6.95957 13.24592 -1.3 -0.9 -0.2
C -0.91414 6.80481 8.70201 -0.1 -0.2 1.0
C -0.63657 8.17919 9.31452 -0.6 0.3 -0.2
C 0.73245 8.48707 9.80699 1.5 -0.8 -0.1
C 1.09567 7.72540 11.04204 -1.2 -1.1 0.3
H -5.63022 7.07090 4.10803 0.6 0.7 0.1
H -4.06427 6.81664 4.87604 0.1 0.6 -0.4
H -4.84920 8.44875 5.01942 0.1 0.5 -0.2
H -5.56774 5.67747 6.15127 -0.2 1.2 0.1
H -6.74815 7.04538 6.23263 0.7 -0.3 -0.2
H -5.42786 6.82806 8.21547 -0.2 0.0 0.9
H -5.50311 8.44705 7.48572 0.4 -1.1 0.1
H -3.39582 8.61652 7.99399 0.5 0.2 0.0
H -2.97223 7.56575 6.57423 -0.5 0.4 0.9
H -3.77917 4.80109 7.27719 -0.3 0.2 0.7
H -3.38916 4.28143 8.95484 0.1 -0.4 -0.3
H -2.00818 2.95054 7.49359 0.1 0.3 0.1
H -0.87561 4.28451 7.77511 -0.3 -0.1 -0.3
H -1.86875 5.35594 5.57266 0.2 -0.3 0.1
H -2.93160 3.96682 5.46169 0.0 0.1 0.2
H -1.09571 2.40453 5.33356 0.0 -0.4 -0.4
H 0.11583 3.66891 5.44753 -0.6 -0.1 -0.6
H -0.94663 3.61160 3.95735 0.1 -0.3 0.5
H -4.45567 6.09360 10.08286 0.7 0.2 0.2
H -3.63413 7.54372 10.46683 0.1 1.5 0.8
H -1.64490 6.16862 11.26654 0.4 0.4 0.9
H -2.32416 4.72030 10.80755 -0.7 -0.2 0.3
H -2.84429 5.00258 13.20442 0.3 -0.9 1.2
H -4.32950 5.04019 12.18937 0.6 0.8 1.3
H -4.40389 6.63108 14.06399 0.1 0.7 0.0
H -4.33956 7.63512 12.57912 0.6 -0.4 0.7
H -2.88253 7.44737 13.69557 0.1 0.1 -0.3
H -0.44694 6.63257 7.74596 0.0 0.2 -0.6
H -0.48716 6.03933 9.34881 0.0 -0.2 0.2
H -1.29688 8.38242 10.16007 -0.3 -0.2 0.0
H -0.82470 8.94880 8.60046 -0.7 0.5 -0.8
H 0.80459 9.52573 9.92645 -0.3 1.7 0.8
H 1.50654 8.38120 9.06142 0.2 -0.7 -0.7
H 0.41227 7.94326 11.86819 0.2 0.2 0.0
H 2.09018 7.73519 11.39304 1.2 0.8 0.3
H 0.97176 6.66542 10.83937 -0.3 -0.5 -0.1
C -3.01164 4.81475 -2.63400 0.5 0.7 0.0
C -1.93405 5.60729 -3.36728 0.3 0.8 -0.2
C -0.51993 4.96880 -3.39028 0.2 0.5 0.1
C -0.03994 4.77920 -1.95804 1.0 0.6 0.7
P 1.78650 4.79615 -1.65734 -0.7 -1.5 -0.1
C 2.06498 4.26124 0.08814 -0.7 1.0 0.0
C 3.40370 3.65765 0.40634 1.1 0.2 -1.2
C 3.58964 3.15121 1.84386 -0.8 -1.7 -2.3
C 4.97108 2.56278 2.04498 -0.1 0.3 1.3
C 2.47391 3.57232 -2.84774 0.9 1.6 0.1
C 1.92740 2.19823 -2.56829 0.4 -0.3 -0.4
C 2.86264 1.09121 -2.93568 0.7 -2.9 -1.6
C 3.01838 0.85265 -4.49111 0.8 2.2 0.1
C 2.33118 6.46954 -1.99176 -0.3 -0.6 -0.3
C 3.71780 6.82455 -1.52217 0.8 -0.1 0.3
C 4.80430 6.19367 -2.38921 0.6 -0.4 -0.1
C 4.80619 6.51572 -3.88863 -1.9 1.0 0.0
H -3.92848 5.38079 -2.60261 -0.4 0.2 -0.1
H -2.77070 4.59481 -1.60593 0.2 -0.3 0.3
H -3.18355 3.93130 -3.20188 -0.3 -1.1 -0.2
H -1.92288 6.66354 -2.99702 0.3 -0.8 -0.2
H -2.25872 5.66966 -4.40020 0.0 0.2 -0.3
H 0.22814 5.60373 -3.94655 -1.0 -0.6 0.3
H -0.56883 3.97591 -3.85415 0.1 0.2 -0.2
H -0.57504 3.98210 -1.45293 0.3 -0.3 0.1
H -0.25715 5.67741 -1.39326 -0.6 0.4 0.2
H 1.25166 3.56874 0.28435 -0.2 -0.2 0.2
H 1.92620 5.15067 0.72944 -0.3 -0.2 -0.3
H 4.16246 4.43672 0.15192 -0.2 -0.7 0.2
H 3.52208 2.83088 -0.33333 0.4 0.3 0.7
H 2.77719 2.39266 1.93605 0.6 0.2 0.4
H 3.40265 3.88670 2.56362 -0.3 1.4 1.0
H 5.75166 3.33303 1.93536 -0.2 -0.4 0.0
H 5.19033 1.70917 1.43627 0.0 -0.3 -0.7
H 4.98400 2.17815 3.07356 0.4 0.2 -0.1
H 3.58610 3.62913 -2.80112 -0.8 -0.2 0.0
H 2.18217 3.93780 -3.85905 0.2 -0.2 0.6
H 1.05671 2.09502 -3.19829 -0.7 -0.3 0.2
H 1.68953 2.00091 -1.53685 -0.5 0.4 0.5
H 2.40572 0.14647 -2.58724 0.1 0.6 0.3
H 3.86714 1.11596 -2.47300 -0.5 0.4 0.0
H 2.10887 1.20722 -4.97822 -0.2 -0.2 -0.1
H 3.25151 -0.13202 -4.89917 -0.1 -0.1 0.7
H 3.81756 1.53276 -4.88726 -0.5 -0.5 0.2
H 1.62967 7.15682 -1.54187 -0.5 0.1 0.0
H 2.23874 6.48319 -3.08398 0.0 0.6 0.1
H 3.86544 6.48904 -0.47699 -0.1 0.2 -0.4
H 3.74523 7.90650 -1.48143 0.4 0.3 -0.2
H 4.69074 5.11164 -2.24183 0.2 0.0 -0.2
H 5.81154 6.38626 -2.00701 -0.2 0.3 0.2
H 3.85867 6.17047 -4.37830 0.8 0.1 0.2
H 5.62914 6.08460 -4.41138 0.6 -0.5 -0.2
H 4.83155 7.60966 -4.10289 0.1 -0.6 0.4
As 0.65183 -0.97918 0.07656 0.7 -2.1 -2.8
F 0.40818 -0.42616 -1.62380 0.1 -0.1 1.5
F -1.01713 -0.74657 0.40295 -0.4 0.2 0.3
F 0.91382 -1.71165 1.61931 0.0 0.4 0.3
F 2.37311 -1.26171 -0.32748 -0.9 0.3 0.2
F 1.05395 0.60305 0.59658 -0.1 0.2 0.2
F 0.26011 -2.63769 -0.53632 0.4 1.2 0.4
```
Forces are in eV/Å.